C36H54CsIN5O6P | ωB97M-V/def2-TZVPD

## Properties
gap between HOMO and LUMO	5.2	eV
largest force on an atom	2.2	eV/Å
LUMO level	2.9	eV
calculated total energy	-75884.1623	eV
HOMO level	-2.262	eV
M	943.640	g/mol
charge	-2

```
104
Properties=species:S:1:pos:R:3:lowdin_charge:R:1
Cs 1.06 0.12 -0.06 1.24
C 4.25 3.53 5.24 -0.12
O 2.89 3.60 5.60 -0.10
C 1.98 3.33 4.61 -0.31
C 0.63 3.52 4.96 -0.06
C -0.32 3.29 3.99 -0.05
C -0.01 2.88 2.68 -0.11
C -1.13 2.79 1.72 -0.41
C -0.85 2.91 0.23 -0.04
O -2.29 2.68 2.10 0.02
C 1.36 2.61 2.34 -0.42
O 1.74 2.11 1.22 -0.46
C 2.34 2.89 3.36 0.03
H 4.82 3.86 6.10 0.08
H 4.47 4.17 4.39 0.09
H 4.55 2.51 4.99 0.09
H 0.38 3.86 5.96 0.09
H -1.37 3.45 4.21 0.11
H -0.02 3.60 0.05 0.09
H -1.75 3.23 -0.29 0.09
H -0.56 1.95 -0.17 -0.06
H 3.37 2.72 3.08 0.09
N 2.34 -1.46 -1.69 -0.54
P 3.03 -2.77 -1.45 0.48
N 4.00 -2.90 -0.04 -0.23
C 4.69 -1.65 0.29 -0.22
C 4.91 -1.54 1.82 -0.17
C 4.02 -2.54 2.56 -0.21
C 4.36 -3.97 2.13 -0.18
C 4.65 -4.02 0.61 -0.25
N 2.00 -4.18 -1.27 -0.18
C 1.68 -4.65 0.08 -0.23
C 0.34 -5.41 0.11 -0.21
C 0.21 -6.27 -1.14 -0.19
C 0.14 -5.36 -2.38 -0.18
C 0.78 -4.00 -2.08 -0.24
N 4.12 -3.24 -2.70 -0.21
C 3.81 -2.82 -4.06 -0.23
C 3.26 -3.98 -4.91 -0.20
C 4.20 -5.19 -4.86 -0.22
C 4.51 -5.57 -3.41 -0.20
C 5.05 -4.34 -2.66 -0.23
H 4.06 -0.85 -0.09 0.06
H 5.65 -1.59 -0.23 0.11
H 4.70 -0.52 2.16 0.10
H 5.96 -1.75 2.07 0.10
H 2.98 -2.32 2.31 0.10
H 4.13 -2.43 3.64 0.10
H 3.53 -4.64 2.37 0.09
H 5.24 -4.33 2.68 0.10
H 4.34 -4.96 0.18 0.09
H 5.74 -3.95 0.45 0.11
H 1.66 -3.82 0.80 0.09
H 2.45 -5.35 0.42 0.09
H -0.50 -4.71 0.17 0.10
H 0.32 -6.03 1.02 0.10
H -0.66 -6.92 -1.08 0.10
H 1.09 -6.92 -1.20 0.10
H -0.90 -5.19 -2.67 0.11
H 0.64 -5.84 -3.22 0.10
H 0.06 -3.35 -1.57 0.12
H 1.02 -3.47 -3.00 0.08
H 4.72 -2.44 -4.55 0.11
H 3.10 -2.00 -4.00 0.08
H 3.11 -3.65 -5.94 0.10
H 2.28 -4.27 -4.51 0.09
H 5.14 -4.93 -5.37 0.10
H 3.76 -6.03 -5.40 0.10
H 5.23 -6.39 -3.37 0.10
H 3.59 -5.89 -2.91 0.10
H 5.99 -4.03 -3.15 0.11
H 5.30 -4.60 -1.63 0.08
C -1.29 -4.45 -6.29 -0.07
C -1.55 -3.04 -5.83 -0.29
C -2.84 -2.53 -5.77 -0.04
C -3.09 -1.23 -5.31 -0.21
C -4.51 -0.72 -5.25 -0.05
C -2.03 -0.42 -4.90 -0.06
C -0.73 -0.92 -4.96 -0.20
C 0.45 -0.10 -4.47 -0.04
C -0.50 -2.21 -5.43 -0.03
C -2.28 0.99 -4.36 -0.70
O -2.81 1.79 -5.18 -0.06
O -2.05 1.15 -3.14 -0.04
H -2.03 -4.77 -7.02 0.06
H -1.33 -5.16 -5.45 0.06
H -0.30 -4.54 -6.74 0.07
H -3.68 -3.15 -6.08 0.10
H -5.20 -1.40 -5.75 0.06
H -4.57 0.27 -5.71 0.07
H -4.83 -0.60 -4.21 0.09
H 0.27 0.97 -4.59 0.08
H 1.36 -0.38 -5.00 0.07
H 0.60 -0.32 -3.42 0.05
H 0.52 -2.59 -5.47 0.10
N -0.06 -3.77 3.12 0.16
C -1.10 -3.10 2.54 -0.67
O -0.95 -2.24 1.71 0.05
C -2.48 -3.40 3.08 -0.53
I -3.02 -5.44 2.73 0.76
H 0.83 -3.66 2.67 0.08
H -0.24 -4.67 3.55 0.06
H -3.23 -2.81 2.57 0.05
H -2.55 -3.29 4.16 0.04
```